[1]
Formula: C57H45ClI2O9
Source: the Open Molecules 2025 dataset
Level of theory: ωB97M-V with the def2-TZVPD basis set

```
114
Properties=species:S:1:pos:R:3:forces:R:3
C 3.50040 -2.89578 5.08220 0.81 -0.10 -0.25
C 4.39046 -2.84926 3.69202 0.23 -0.64 0.72
C 3.75239 -3.87659 2.57559 0.27 0.14 -0.22
C 2.09487 -3.94098 2.59864 -3.10 0.29 -0.26
C 1.25769 -5.21791 3.28166 -1.15 2.91 -1.44
C 2.13903 -6.46288 3.89938 -0.27 0.66 0.21
C 2.42880 -7.68742 2.84860 -0.31 -1.92 1.69
C 1.16156 -8.71251 2.61865 -0.69 1.31 -0.08
I 3.12426 -7.07386 0.86722 -0.19 -0.19 0.80
C -0.41338 -5.18013 3.31060 2.17 3.41 -1.89
I -1.53758 -6.84630 4.28115 1.04 1.87 -0.94
C -1.22579 -3.89828 2.61308 2.88 0.00 0.01
C -0.37414 -2.63380 1.92513 1.17 -2.28 1.10
C 1.28953 -2.64226 1.92039 -1.83 -2.51 0.83
C 2.11776 -1.37829 1.26209 -1.09 0.94 2.77
C 2.06634 -0.21654 2.61411 2.86 2.63 -0.25
C 3.49636 0.75669 2.76138 -5.12 0.43 -0.76
O 2.04378 1.29248 2.20681 2.07 -4.94 1.26
C -1.28035 -1.40654 1.23951 1.81 3.47 -0.24
O -0.84978 -0.13621 1.13712 -2.82 -8.02 0.49
C -2.75909 -1.90907 0.64061 -1.57 -2.40 1.45
O -3.27601 -1.16614 -0.51788 -0.26 1.58 3.79
C -3.85157 0.13427 -0.14520 0.28 5.56 -4.40
O -3.73075 1.12757 -1.06317 -0.93 -6.93 5.98
C -4.66959 0.49226 1.22858 -1.81 0.58 4.15
C -3.89520 0.74797 2.65192 -3.78 0.36 0.08
C -4.72011 1.15369 4.04467 -2.42 -0.59 -2.97
C -6.35419 1.27738 4.10317 2.54 -1.09 -4.47
C -7.16176 1.02198 2.67034 4.18 -0.17 0.52
C -6.33302 0.66285 1.26899 1.18 0.40 3.22
C -3.52492 -3.04777 1.21324 2.26 2.31 -0.59
C -4.95247 -3.64580 0.67994 0.97 -1.49 -0.04
Cl -6.45433 -2.77777 1.43299 1.70 -0.75 -0.76
C -5.09366 -3.77886 -0.94854 -1.46 0.54 -0.95
C -5.56938 -5.30727 -1.38608 0.56 0.49 0.00
C -2.86504 -3.80234 2.55126 -3.10 -0.91 2.78
O -3.72245 -4.23327 3.47909 5.50 2.28 -5.61
H 4.18810 -2.56192 5.99738 -1.69 -0.52 -2.02
H 3.23577 -4.03980 5.25924 0.24 2.56 -0.27
H 2.53457 -2.21395 4.97886 2.06 -1.68 0.42
H 4.56819 -1.76914 3.27147 -0.64 -2.08 0.88
H 5.45470 -3.28861 3.97196 -2.12 0.95 -0.71
H 4.15154 -3.52772 1.50645 -1.19 -0.90 2.21
H 4.26164 -4.92786 2.76505 -1.53 2.13 -0.45
H 3.19378 -6.07370 4.28338 -2.37 -0.59 -1.01
H 1.58515 -6.85225 4.88169 1.05 0.60 -2.32
H 3.30025 -8.33919 3.32547 -1.71 1.57 -1.11
H 0.67757 -8.95423 3.66341 1.06 0.33 -2.08
H 1.42207 -9.69086 2.03206 -0.23 2.02 1.19
H 0.35591 -8.09442 1.99054 1.64 -1.54 1.36
H 3.25080 -1.58776 1.06025 -2.43 0.18 0.32
H 1.55879 -0.84635 0.37775 1.09 -1.28 1.80
H 1.50152 -0.58364 3.67262 1.45 1.30 -3.28
H 4.30825 0.68050 1.91827 -1.72 0.31 1.91
H 3.51534 1.46290 3.69874 0.87 -2.02 -1.82
H -2.73116 0.68530 2.75219 -2.50 0.12 -0.45
H -4.10853 1.35586 5.02352 -1.23 -0.50 -2.22
H -6.95219 1.54461 5.08193 1.49 -0.62 -2.23
H -8.34221 1.11262 2.72598 2.83 -0.28 -0.54
H -7.00207 0.49915 0.31511 1.74 0.33 2.05
H -5.02318 -4.75936 1.10604 0.22 2.66 -0.70
H -5.98517 -3.06583 -1.29782 2.06 -1.36 0.88
H -4.15321 -3.42054 -1.55818 -1.70 -0.89 1.53
H -6.65220 -5.53152 -0.95165 2.50 0.36 -0.83
H -5.59578 -5.43228 -2.57098 0.03 0.44 2.65
H -4.74082 -6.02990 -0.97603 -1.88 1.08 -0.73
O -0.34958 2.07330 -3.98897 -0.20 -0.16 -0.66
C -0.80172 1.79527 -5.09283 0.43 0.30 1.39
C -2.15352 1.21412 -5.22311 -0.58 -0.22 0.26
C -2.92973 0.99999 -4.07666 -0.13 -0.05 -0.01
C -4.22289 0.48867 -4.19492 0.28 0.09 -0.10
C -4.74426 0.19175 -5.45390 0.34 0.09 -0.22
C -3.96607 0.38782 -6.59594 -0.20 -0.06 0.22
C -2.66584 0.89417 -6.47981 -0.51 -0.15 0.21
C -1.84362 1.08145 -7.69176 -0.61 -0.42 -1.28
O -2.27363 0.74901 -8.79028 0.28 0.20 0.61
C -0.50045 1.68051 -7.56374 0.56 0.21 -0.29
C 0.27387 1.89604 -8.71147 0.29 0.15 0.03
C 1.53093 2.49277 -8.60391 -0.35 -0.15 0.09
C 2.01715 2.87552 -7.35412 -0.29 -0.12 0.26
C 1.25307 2.64842 -6.20742 0.20 0.06 -0.28
C -0.00677 2.04447 -6.31186 0.58 0.26 -0.32
H -2.53143 1.23464 -3.09109 -0.05 -0.03 -0.32
H -4.82600 0.32723 -3.30412 0.20 0.08 -0.13
H -5.75672 -0.19482 -5.54700 0.18 0.06 -0.01
H -4.37785 0.14890 -7.57509 0.27 0.10 0.17
H -0.10122 1.60434 -9.69106 -0.07 0.02 0.33
H 2.12897 2.66295 -9.49654 -0.13 -0.04 0.16
H 2.99289 3.34938 -7.27130 -0.19 -0.09 0.01
H 1.64138 2.94737 -5.23508 -0.25 -0.15 -0.16
O 4.53791 5.20117 -1.83364 -0.12 0.31 0.53
C 4.18572 5.72963 -0.78630 0.27 -0.70 -1.15
C 4.84042 6.96727 -0.31547 0.46 0.50 -0.08
C 5.85630 7.55003 -1.08428 0.12 0.29 0.11
C 6.45196 8.74086 -0.66620 -0.22 -0.30 -0.02
C 6.03590 9.35261 0.51603 -0.26 -0.25 0.13
C 5.03619 8.76428 1.29238 0.25 0.16 -0.18
C 4.44160 7.56594 0.87897 0.44 0.49 -0.15
C 3.39752 6.94155 1.71560 -0.51 0.46 1.28
O 3.08590 7.43838 2.79182 0.23 -0.24 -0.61
C 2.72944 5.71570 1.23568 -0.36 -0.37 0.12
C 1.71211 5.13517 2.00467 -0.19 -0.30 -0.14
C 1.05166 3.99559 1.54313 0.21 0.39 0.02
C 1.40332 3.43406 0.31598 0.27 0.24 -0.23
C 2.42682 4.00270 -0.44520 -0.29 -0.16 0.21
C 3.09530 5.14338 0.01830 -0.40 -0.41 0.04
H 6.18237 7.08114 -2.01103 -0.22 -0.01 0.25
H 7.23749 9.19451 -1.26659 -0.15 -0.10 0.10
H 6.49133 10.28738 0.83534 -0.09 -0.18 -0.04
H 4.72010 9.24484 2.21680 -0.03 -0.27 -0.20
H 1.42880 5.57086 2.96138 0.19 0.03 -0.27
H 0.25935 3.54862 2.13968 0.19 0.07 -0.13
H 0.88204 2.55141 -0.04827 0.12 0.19 0.09
H 2.69740 3.55622 -1.40074 0.04 0.23 0.22
```
Forces are in eV/Å.

Its SMILES is CCCc1c(C[C@@H](C)I)c(I)c2c(c1C[C@H]1CO1)C(=O)C(OC(=O)c1ccccc1)=C([C@@H](Cl)CC)C2=O.O=C1c2ccccc2C(=O)c2ccccc21.O=C1c2ccccc2C(=O)c2ccccc21. Its LUMO energy is -2.21 eV. The total charge is 0. Its frontier orbital gap is 6.6 eV.

These are the Mulliken partial charges, in e, on atoms 1 to 99:
1 C -0.63
2 C -0.28
3 C -0.97
4 C 0.37
5 C 0.99
6 C -0.70
7 C -0.54
8 C -0.87
9 I 0.02
10 C -1.08
11 I 0.07
12 C 0.38
13 C 0.23
14 C 0.18
15 C -0.73
16 C 0.20
17 C -0.67
18 O -0.20
19 C 0.13
20 O -0.51
21 C 0.31
22 O -0.31
23 C 0.36
24 O -0.55
25 C 0.42
26 C -0.05
27 C -0.42
28 C -0.35
29 C -0.39
30 C -0.35
31 C 0.57
32 C -0.32
33 Cl -0.15
34 C -0.35
35 C -1.06
36 C -0.05
37 O -0.53
38 H 0.36
39 H 0.10
40 H 0.09
41 H 0.05
42 H 0.41
43 H 0.36
44 H 0.16
45 H 0.20
46 H 0.43
47 H 0.44
48 H 0.20
49 H 0.33
50 H 0.28
51 H 0.32
52 H 0.37
53 H 0.12
54 H 0.26
55 H 0.27
56 H 0.17
57 H 0.28
58 H 0.30
59 H 0.27
60 H 0.30
61 H 0.39
62 H 0.26
63 H 0.24
64 H 0.26
65 H 0.33
66 H 0.30
67 O -0.72
68 C 0.48
69 C 0.03
70 C -0.53
71 C -0.36
72 C -0.65
73 C -0.55
74 C 0.32
75 C 0.60
76 O -0.70
77 C 0.36
78 C -0.60
79 C -0.43
80 C -0.55
81 C -0.58
82 C 0.06
83 H 0.73
84 H 0.45
85 H 0.40
86 H 0.45
87 H 0.45
88 H 0.38
89 H 0.40
90 H 0.58
91 O -0.70
92 C 0.49
93 C 0.22
94 C -0.54
95 C -0.45
96 C -0.45
97 C -0.54
98 C 0.20
99 C 0.56



[2]
Formula: C57H45GeIN2O6PS5SbSr
Source: the Open Molecules 2025 dataset
Level of theory: ωB97M-V with the def2-TZVPD basis set

```
120
Properties=species:S:1:pos:R:3:forces:R:3
Sr -0.38719 0.34547 -0.71829 1.34 -0.92 0.38
O -0.85979 1.84116 3.26073 -0.03 0.00 0.03
C -0.43289 0.56289 2.89142 0.08 0.12 -0.14
O 0.48031 0.75202 1.81410 -0.22 -0.03 0.17
C -1.61148 -0.29710 2.42136 0.10 -0.11 -0.03
C -2.59329 -0.62719 3.33504 -0.03 0.01 0.04
C -3.74910 -1.29838 2.79076 -0.04 -0.01 0.03
C -3.85056 -1.56404 1.47341 0.01 0.06 -0.09
C -2.76481 -1.20878 0.55138 0.04 0.01 0.19
N -1.61498 -0.56138 1.13250 -0.20 -0.43 0.30
C -2.73894 -1.42896 -0.78886 0.13 -0.14 -0.03
O -3.90273 -1.83594 -1.46970 0.04 -0.25 0.07
O -1.69838 -1.29818 -1.57689 -0.76 -0.53 -0.44
H -1.36956 1.75353 4.07540 -0.01 0.00 -0.04
H -2.49688 -0.40801 4.38881 0.00 0.01 0.01
H -4.54526 -1.61054 3.45986 -0.01 0.00 0.00
H -4.71440 -2.11649 1.11293 -0.01 0.01 0.00
H -4.62628 -1.75358 -0.84009 -0.02 0.04 -0.04
I 1.75167 -2.00588 1.06699 -0.12 -0.15 -0.10
C 3.17585 -3.45912 0.48854 0.21 0.07 0.00
C 4.16369 -3.52853 1.44107 0.04 -0.03 -0.01
C 5.24327 -4.42535 1.34651 -0.04 0.05 0.05
C 5.31834 -5.25912 0.27991 -0.01 -0.02 -0.07
C 4.32803 -5.22378 -0.73253 0.06 -0.03 0.00
C 4.46022 -6.13651 -1.80526 -0.02 0.00 0.01
C 3.53578 -6.18372 -2.80103 0.02 -0.01 -0.01
C 2.45228 -5.29480 -2.75903 -0.03 -0.02 -0.07
C 2.28320 -4.36376 -1.76382 0.04 0.09 0.16
P 0.79186 -3.26263 -1.91239 -0.06 0.18 0.04
C 0.82690 -3.04558 -3.74301 -0.04 -0.05 0.01
C 2.02319 -2.55792 -4.28051 0.03 0.07 0.02
C 2.14254 -2.26457 -5.62755 -0.01 0.05 0.04
C 1.05616 -2.43799 -6.47651 -0.03 0.03 0.00
C -0.14082 -2.90009 -5.95446 0.02 0.03 -0.02
C -0.25672 -3.19760 -4.60122 -0.02 -0.01 0.01
C -0.48327 -4.52762 -1.52569 0.04 -0.02 0.06
C -0.16205 -5.59869 -0.68616 0.03 -0.04 -0.07
C -1.13377 -6.49003 -0.25815 -0.02 -0.01 0.00
C -2.45219 -6.33149 -0.65894 0.02 0.00 0.01
C -2.78846 -5.25715 -1.46696 0.00 0.00 0.00
C -1.81955 -4.35595 -1.88323 -0.08 0.08 0.02
C 3.22502 -4.31050 -0.67619 -0.05 0.05 0.07
H 4.11223 -2.86806 2.29645 0.00 0.01 0.02
H 5.99290 -4.44040 2.12706 0.00 0.01 0.00
H 6.12999 -5.97024 0.17831 0.00 0.00 -0.01
H 5.31298 -6.80582 -1.80222 0.01 0.00 0.00
H 3.62752 -6.88999 -3.61688 -0.01 -0.01 0.00
H 1.71631 -5.34086 -3.55267 0.02 -0.02 0.01
H 2.88031 -2.41194 -3.63080 -0.01 0.01 0.01
H 3.08180 -1.88604 -6.01263 0.01 0.00 0.00
H 1.14014 -2.19679 -7.52906 0.00 0.00 0.00
H -1.00239 -3.02587 -6.59903 0.00 0.00 -0.01
H -1.20611 -3.54455 -4.22457 -0.02 -0.03 0.03
H 0.85641 -5.74299 -0.35039 0.00 -0.01 0.00
H -0.85601 -7.30467 0.39986 0.00 0.00 0.00
H -3.21423 -7.02285 -0.31981 0.00 0.00 0.00
H -3.81898 -5.08455 -1.75049 0.00 0.02 0.00
H -2.12873 -3.47774 -2.42756 -0.01 0.13 0.02
S 4.26664 0.50576 4.51265 0.03 -0.08 -0.01
Sb 2.20622 1.42480 4.37935 0.04 0.04 -0.02
S 1.64932 1.95877 2.02372 -0.03 -0.17 0.05
S 0.46960 -0.27585 4.27136 -0.04 -0.03 0.01
S 1.61634 3.12590 5.73741 0.02 0.04 -0.01
S 3.92449 1.12926 -3.31012 0.01 0.00 0.00
C 2.85450 0.56990 -2.06699 -0.06 -0.04 0.00
N 1.60403 0.53059 -2.36690 0.57 0.14 -0.37
C 1.39563 0.98233 -3.66561 -0.09 -0.15 0.14
C 0.14648 1.06336 -4.28195 0.03 -0.01 -0.09
C 0.09589 1.50379 -5.58643 0.01 -0.04 -0.01
C 1.26470 1.85062 -6.27823 -0.01 0.01 -0.01
C 2.50358 1.77570 -5.67534 0.01 0.00 0.05
C 2.55744 1.34235 -4.35184 0.00 0.02 -0.08
H 3.23853 0.27498 -1.09821 0.01 0.00 0.03
H -0.75101 0.77044 -3.74900 -0.01 0.00 0.02
H -0.86103 1.57118 -6.08684 0.00 0.01 -0.01
H 1.19396 2.18698 -7.30523 0.00 0.00 -0.01
H 3.40287 2.04920 -6.21153 0.01 0.00 -0.01
O -1.99914 1.93358 -1.03945 -0.64 1.14 -0.22
C -1.26582 2.81958 -0.51913 -0.43 0.38 -0.20
O -0.00664 2.77374 -0.52789 0.07 0.34 -0.02
C -1.94128 3.98470 0.18424 0.19 0.08 0.00
C -0.96807 4.67595 1.13113 -0.15 0.12 0.06
Ge 0.48178 5.68408 0.29678 0.03 0.08 -0.05
C 0.85914 5.40511 -1.60674 0.00 -0.07 -0.06
C -0.17564 5.50235 -2.53803 0.00 0.00 0.03
C 0.04641 5.29095 -3.88978 -0.01 0.00 -0.02
C 1.32240 4.99092 -4.34555 -0.03 -0.02 -0.02
C 2.36828 4.91659 -3.43987 0.01 -0.01 0.01
C 2.13680 5.12505 -2.08520 0.01 0.03 -0.01
C 2.09998 5.54373 1.37928 0.07 0.03 0.00
C 2.26067 6.38088 2.48241 0.00 -0.02 -0.01
C 3.30688 6.19559 3.37689 0.00 0.00 0.01
C 4.21427 5.16603 3.18320 0.00 0.01 0.02
C 4.08177 4.33242 2.08141 0.01 -0.01 0.01
C 3.03613 4.52598 1.18949 -0.02 -0.02 -0.04
C -0.02095 7.60163 0.32440 0.04 0.03 0.09
C 0.93493 8.56727 0.00097 0.01 -0.01 -0.02
C 0.63034 9.91990 0.00781 -0.02 0.00 0.00
C -0.65291 10.34049 0.33602 0.02 0.02 0.00
C -1.62000 9.39929 0.65004 -0.01 -0.01 0.00
C -1.30178 8.04479 0.64501 -0.03 0.00 -0.02
H -2.82237 3.59366 0.69554 0.06 -0.03 0.08
H -2.31538 4.66320 -0.58997 -0.05 -0.02 -0.02
H -0.50055 3.92603 1.77116 0.02 0.06 0.03
H -1.48705 5.37988 1.78775 -0.04 -0.03 0.03
H -1.18042 5.74238 -2.20985 -0.02 0.00 0.03
H -0.77961 5.35137 -4.58833 -0.01 0.00 0.00
H 1.49616 4.80958 -5.39824 0.01 -0.01 -0.03
H 3.37025 4.68651 -3.78417 0.01 0.00 0.00
H 2.97227 5.06861 -1.39979 0.01 -0.01 0.02
H 1.54397 7.17368 2.66814 -0.01 0.01 -0.01
H 3.39005 6.83449 4.24749 0.00 -0.01 0.00
H 5.00337 4.99056 3.90291 0.00 -0.01 0.01
H 4.76636 3.50486 1.93961 0.01 0.00 0.01
H 2.92342 3.83582 0.36211 -0.02 0.00 0.00
H 1.94152 8.25443 -0.25780 0.01 -0.01 0.01
H 1.39326 10.64798 -0.24132 0.00 0.01 0.00
H -0.89470 11.39666 0.34761 0.00 0.00 -0.01
H -2.62435 9.71652 0.90488 -0.01 0.00 0.00
H -2.07463 7.32628 0.89429 0.01 -0.02 0.02
```
Forces are in eV/Å.

The energy above the lowest of the compared OMol25 structures with the same formula, charge and spin is 46.6 kcal per mole. Its LUMO energy is 3.37 eV. The total charge is -2. Its frontier orbital gap is 3.1 eV.

These are the Mulliken partial charges, in e, on atoms 1 to 99:
1 Sr 1.75
2 O -0.32
3 C 0.81
4 O 0.07
5 C -0.71
6 C -1.16
7 C -1.00
8 C -1.45
9 C 0.23
10 N 0.59
11 C 0.51
12 O -0.60
13 O -0.44
14 H 0.33
15 H 0.42
16 H 0.32
17 H 0.23
18 H 0.26
19 I 0.23
20 C 0.02
21 C -0.87
22 C -0.99
23 C -0.84
24 C 0.93
25 C -0.82
26 C -1.15
27 C 0.40
28 C 0.09
29 P 1.53
30 C -0.17
31 C -0.21
32 C -0.61
33 C -0.55
34 C -0.72
35 C -0.22
36 C 0.87
37 C -0.63
38 C -0.81
39 C -0.60
40 C -0.91
41 C -0.27
42 C 0.21
43 H 0.60
44 H 0.42
45 H 0.33
46 H 0.32
47 H 0.42
48 H 0.47
49 H 0.37
50 H 0.37
51 H 0.36
52 H 0.40
53 H 0.30
54 H 0.28
55 H 0.41
56 H 0.36
57 H 0.40
58 H -0.02
59 S -0.70
60 Sb 0.64
61 S 0.24
62 S -0.31
63 S -0.68
64 S -0.40
65 C -0.81
66 N 0.68
67 C -0.38
68 C -0.90
69 C -0.94
70 C -0.64
71 C -0.99
72 C 1.72
73 H 0.40
74 H 0.67
75 H 0.46
76 H 0.37
77 H 0.48
78 O -1.04
79 C 1.61
80 O -0.34
81 C -1.27
82 C -0.41
83 Ge 1.74
84 C 0.27
85 C -0.33
86 C -0.83
87 C -0.36
88 C -0.64
89 C -0.11
90 C 0.19
91 C -0.51
92 C -0.77
93 C -0.42
94 C -0.89
95 C -0.71
96 C -0.11
97 C -0.30
98 C -0.73
99 C -0.39



The HOMO energy results, record by record, are as follows: -0.32360; 0.01023 Ha.